No. 1
A cluster of 2 separate species, C19H20BrN2O7 in total. Source: the OMol25 dataset; level of theory: wB97M-V/def2-TZVPD.

Geometry (Å):
Br (-0.215, 3.202, 4.617)
O (2.638, 1.747, -1.244)
O (1.673, 2.923, -2.950)
O (0.195, 2.844, 1.605)
O (1.879, -1.155, -1.333)
O (-1.198, -3.602, 2.985)
O (-1.551, -2.896, 0.851)
O (-1.904, 2.536, 1.122)
N (-1.019, -1.362, 2.519)
N (-0.837, 2.160, 1.624)
C (-0.593, -1.454, 5.035)
C (-0.180, -0.660, -4.238)
C (0.612, -1.608, -3.326)
C (0.551, 0.684, -4.099)
C (-1.256, -2.715, 2.162)
C (1.952, 1.775, -2.260)
C (-1.058, -0.328, 1.611)
C (-0.737, -0.848, 3.787)
C (-0.350, 1.337, 4.771)
C (1.376, -0.732, -2.361)
C (2.242, 4.024, -2.302)
C (1.972, 5.299, -3.071)
C (-0.611, 0.545, 3.645)
C (-0.807, 0.845, 2.260)
C (-1.999, -4.446, -0.907)
C (-1.723, -4.257, 0.566)
C (-0.325, -0.664, 6.122)
C (-0.207, 0.729, 5.988)
C (1.364, 0.602, -2.847)
H (1.817, 4.044, -1.288)
H (2.374, 5.219, -4.083)
H (-2.543, -4.620, 1.199)
H (-0.019, -2.316, -2.783)
H (-1.217, -0.569, -3.894)
H (0.897, 5.466, -3.160)
H (-0.206, -1.001, -5.279)
H (1.329, -2.193, -3.908)
H (-0.207, -1.118, 7.093)
H (-2.155, -5.491, -1.174)
H (-0.687, -2.522, 5.117)
H (2.417, 6.172, -2.593)
H (-0.006, 1.333, 6.860)
H (-1.239, -0.438, 0.554)
H (-2.882, -3.877, -1.196)
H (-0.807, -4.770, 0.888)
H (-1.165, -4.061, -1.493)
H (1.224, 0.860, -4.947)
H (3.316, 3.814, -2.205)
H (-0.129, 1.544, -4.042)

Results
Kohn-Sham gap: 5.233 eV
DFT total energy: -107381.419 eV
LUMO energy: 2.3 eV
Net charge: -1
HOMO energy: -2.97 eV

Which charges does natural (NBO) predict for the atoms? In e, they are:
1. Br 0.0909
2. O -0.6711
3. O -0.5404
4. O -0.3284
5. O -0.6915
6. O -0.6069
7. O -0.4871
8. O -0.3738
9. N -0.4154
10. N 0.5145
11. C -0.2411
12. C -0.3939
13. C -0.4872
14. C -0.3932
15. C 0.9256
16. C 0.7439
17. C 0.0554
18. C 0.2263
19. C -0.0622
20. C 0.5060
21. C -0.0729
22. C -0.6210
23. C -0.1313
24. C -0.0034
25. C -0.6309
26. C -0.0661
27. C -0.2060
28. C -0.2467
29. C -0.4410
30. H 0.1844
31. H 0.1991
32. H 0.1795
33. H 0.1868
34. H 0.1831
35. H 0.2018
36. H 0.1826
37. H 0.1957
38. H 0.2153
39. H 0.2147
40. H 0.2453
41. H 0.1992
42. H 0.2221
43. H 0.2679
44. H 0.2111
45. H 0.1927
46. H 0.2335
47. H 0.1650
48. H 0.1790
49. H 0.1902


No. 2
An isolated molecule of C5H6O. Source: the OMol25 dataset; level of theory: wB97M-V/def2-TZVPD.

Geometry (Å):
O (2.395, 0.200, -0.845)
C (2.377, -0.575, 0.344)
C (-2.585, -0.021, 0.502)
C (-1.218, -0.083, -0.003)
C (1.334, 0.415, 0.068)
C (-0.036, 0.033, -0.212)
H (1.379, 1.370, 0.595)
H (-3.186, 0.712, -0.043)
H (3.139, -0.343, 1.089)
H (-2.482, 0.316, 1.539)
H (2.148, -1.630, 0.199)
H (-3.108, -0.979, 0.520)

Results
Kohn-Sham gap: 10.494 eV
DFT total energy: -7326.391 eV
LUMO energy: 1.0 eV
Net charge: 0
HOMO energy: -9.54 eV

Which charges does natural (NBO) predict for the atoms? In e, they are:
1. O -0.4704
2. C -0.0943
3. C -0.6881
4. C 0.0508
5. C -0.0066
6. C -0.0776
7. H 0.2026
8. H 0.2371
9. H 0.1824
10. H 0.2398
11. H 0.1882
12. H 0.2362


No. 3
An isolated molecule of C5H5NO. Source: the OMol25 dataset; level of theory: wB97M-V/def2-TZVPD.

Geometry (Å):
O (1.648, -1.521, 0.141)
N (-2.047, 0.903, -0.013)
C (0.796, -0.676, -0.024)
C (1.458, 1.934, 0.042)
C (1.322, 0.718, -0.152)
C (-0.647, -1.033, -0.125)
C (-1.754, -0.436, -0.077)
H (-1.015, -2.118, 0.000)
H (2.189, 2.894, -0.064)
H (-2.772, -0.766, 0.182)
H (-3.038, 1.155, 0.374)
H (-1.265, 1.646, 0.478)

Results
Kohn-Sham gap: 9.201 eV
DFT total energy: -8798.550 eV
LUMO energy: 0.1 eV
Net charge: 0
HOMO energy: -9.15 eV

Which charges does natural (NBO) predict for the atoms? In e, they are:
1. O -0.4988
2. N -0.8149
3. C 0.4727
4. C -0.2385
5. C -0.0811
6. C -0.4238
7. C 0.0734
8. H 0.2463
9. H 0.2781
10. H 0.2015
11. H 0.3850
12. H 0.4001


No. 4
An isolated molecule of C6H7Cl2N. Source: the OMol25 dataset; level of theory: wB97M-V/def2-TZVPD.

Geometry (Å):
Cl (-2.391, 0.903, 0.053)
Cl (1.725, 1.614, -0.944)
N (0.300, 1.892, 1.268)
C (0.861, -1.522, 0.364)
C (-0.069, -1.921, -0.669)
C (-0.967, -0.962, -1.137)
C (0.560, 0.893, 0.316)
C (1.089, -0.310, 0.836)
C (-0.903, 0.463, -0.787)
H (-0.793, 1.014, -1.643)
H (1.777, -0.200, 1.572)
H (0.076, 2.822, 1.046)
H (-1.807, -1.052, -1.813)
H (1.252, -2.424, 0.854)
H (-0.581, 1.644, 1.849)
H (-0.129, -2.852, -1.162)

Results
Kohn-Sham gap: 8.974 eV
DFT total energy: -32868.249 eV
LUMO energy: 0.0 eV
Net charge: 0
HOMO energy: -9.00 eV

Which charges does natural (NBO) predict for the atoms? In e, they are:
1. Cl -0.0557
2. Cl -0.0987
3. N -0.8527
4. C -0.1573
5. C -0.2311
6. C -0.1633
7. C 0.2123
8. C -0.2732
9. C -0.2502
10. H 0.2192
11. H 0.2223
12. H 0.3905
13. H 0.2139
14. H 0.2158
15. H 0.3833
16. H 0.2250


No. 5
A structure of composition C22H40AsBF2N6PbS2. Source: the OMol25 dataset; level of theory: wB97M-V/def2-TZVPD.

Geometry (Å):
Pb (1.241, 0.425, -0.106)
As (0.938, 1.173, -5.067)
S (0.584, 1.959, -3.183)
S (-1.844, -0.413, -0.387)
F (1.601, -2.622, -1.465)
F (1.813, -2.932, 0.749)
N (3.549, 0.714, 0.341)
N (-1.399, 3.356, 0.357)
N (1.517, 0.649, 2.283)
N (1.615, 3.681, 0.243)
N (-3.044, -2.772, -0.850)
N (-3.296, -1.913, 1.270)
C (-2.784, -1.744, 0.032)
C (4.730, 0.806, -0.290)
C (2.732, 0.919, 2.619)
C (-0.231, -1.676, 3.012)
C (0.631, 2.428, -6.494)
C (0.043, -0.602, 3.857)
C (-3.267, -0.847, 2.266)
C (-0.639, 4.597, 0.515)
C (-0.811, -3.050, 4.902)
C (-3.639, -3.227, 1.807)
C (5.164, 1.185, 1.878)
C (0.666, 4.680, -0.260)
C (-4.442, -3.146, -1.081)
C (0.453, 0.739, 3.286)
C (-0.167, -0.337, -5.511)
C (-0.544, -1.984, 5.751)
C (-0.117, -0.767, 5.227)
C (-0.647, -2.893, 3.529)
C (3.801, 0.939, 1.679)
C (-2.238, -2.876, -2.062)
C (2.734, 0.549, -5.351)
C (5.762, 1.095, 0.619)
B (1.620, -2.040, -0.241)
H (0.001, -0.636, -6.545)
H (-0.395, 2.775, -6.420)
H (-5.072, -2.858, -0.247)
H (-0.421, 4.723, 1.580)
H (1.867, 3.878, 1.205)
H (-2.536, -2.133, -2.808)
H (-3.276, 0.123, 1.779)
H (-4.531, -4.222, -1.235)
H (-4.149, -0.944, 2.900)
H (-0.663, -2.099, 6.822)
H (-4.816, -2.636, -1.975)
H (0.075, -1.153, -4.836)
H (2.473, 3.673, -0.296)
H (2.961, 1.179, 3.657)
H (-0.105, -1.559, 1.941)
H (-1.626, 3.200, -0.618)
H (-2.384, -3.876, -2.473)
H (0.745, 1.407, 4.099)
H (0.806, 1.966, -7.466)
H (1.042, 5.706, -0.209)
H (2.865, 0.244, -6.389)
H (0.467, 4.453, -1.309)
H (4.802, 0.667, -1.362)
H (-3.207, -3.315, 2.805)
H (0.096, 0.062, 5.897)
H (-4.718, -3.371, 1.893)
H (2.918, -0.291, -4.687)
H (-1.186, -2.733, -1.836)
H (5.648, 1.382, 2.827)
H (-0.421, 1.186, 2.800)
H (-0.837, -3.723, 2.857)
H (6.807, 1.224, 0.378)
H (-3.223, -4.010, 1.179)
H (-1.136, -4.001, 5.308)
H (-1.203, -0.047, -5.364)
H (-1.273, 5.436, 0.222)
H (-0.829, 2.563, 0.627)
H (-2.370, -0.921, 2.887)
H (1.301, 3.272, -6.352)
H (3.417, 1.356, -5.105)

Results
Kohn-Sham gap: 7.316 eV
DFT total energy: -126274.294 eV
LUMO energy: 0.5 eV
Net charge: 0
HOMO energy: -6.81 eV

Which charges does natural (NBO) predict for the atoms? In e, they are:
1. Pb 0.9253
2. As 1.4601
3. S -0.6792
4. S -0.2651
5. F -0.5468
6. F -0.5359
7. N -0.5977
8. N -0.8313
9. N -0.5775
10. N -0.8443
11. N -0.4622
12. N -0.4224
13. C 0.3346
14. C -0.0295
15. C 0.1732
16. C -0.2386
17. C -0.9777
18. C 0.0565
19. C -0.4197
20. C -0.2208
21. C -0.2248
22. C -0.4171
23. C -0.2386
24. C -0.2352
25. C -0.4072
26. C -0.2670
27. C -0.9800
28. C -0.2127
29. C -0.2304
30. C -0.2067
31. C -0.0509
32. C -0.4077
33. C -0.9790
34. C -0.3385
35. B 0.7302
36. H 0.2317
37. H 0.2483
38. H 0.2127
39. H 0.1739
40. H 0.3533
41. H 0.1918
42. H 0.2418
43. H 0.2016
44. H 0.1963
45. H 0.2134
46. H 0.1943
47. H 0.2522
48. H 0.3719
49. H 0.1773
50. H 0.2301
51. H 0.3572
52. H 0.1967
53. H 0.1893
54. H 0.2316
55. H 0.1622
56. H 0.2330
57. H 0.1959
58. H 0.1931
59. H 0.2168
60. H 0.2074
61. H 0.1937
62. H 0.2516
63. H 0.2367
64. H 0.2132
65. H 0.2156
66. H 0.2147
67. H 0.2145
68. H 0.2243
69. H 0.2128
70. H 0.2497
71. H 0.1886
72. H 0.3596
73. H 0.2188
74. H 0.2478
75. H 0.2494